Entry 1:
{"formula": "C2H4NO2PS2", "method": "wB97M-V/def2-TZVPD", "elements": ["C", "C", "N", "O", "O", "P", "S", "S", "H", "H", "H", "H"], "xyz": [[0.721, -0.106, 0.902], [1.341, 0.634, -0.182], [-1.661, -1.182, -0.460], [-1.302, -1.179, -1.631], [-2.039, -2.096, 0.260], [-1.564, 0.195, 0.706], [0.611, 2.307, -0.395], [-1.328, 1.644, -0.752], [0.724, -1.225, 0.650], [0.719, 0.213, 1.951], [2.365, 0.674, 0.115], [1.413, 0.121, -1.164]], "total_energy_ha": -1421.44131, "lumo_energy_ev": -0.674, "de_lowest_kj_mol": 98.1, "homo_lumo_gap_ev": 8.08, "spin_multiplicity": 1}



Entry 2:
{"formula": "C6H12N2O4", "method": "wB97M-V/def2-TZVPD", "elements": ["C", "C", "N", "C", "O", "N", "C", "C", "O", "C", "O", "O", "H", "H", "H", "H", "H", "H", "H", "H", "H", "H", "H", "H"], "xyz": [[-3.164, -0.852, -0.283], [-2.163, 0.138, 0.324], [-2.539, 1.468, -0.127], [-0.703, -0.249, -0.093], [-0.284, -0.428, -1.202], [0.166, -0.387, 0.974], [1.510, -0.089, 0.664], [2.251, -0.993, -0.229], [3.630, -0.798, -0.003], [1.581, 1.342, 0.028], [0.622, 2.133, 0.136], [2.677, 1.678, -0.584], [-3.193, -1.796, 0.161], [-2.904, -1.057, -1.343], [-4.245, -0.473, -0.211], [-2.183, 0.049, 1.399], [-1.964, 2.249, 0.294], [-2.286, 1.462, -1.172], [-0.138, -0.016, 1.890], [1.879, -0.082, 1.646], [2.072, -2.030, 0.112], [1.925, -0.872, -1.226], [4.018, -1.389, -0.614], [3.436, 0.992, -0.542]], "total_energy_ha": -646.29623, "lumo_energy_ev": 0.415, "de_lowest_kj_mol": 105.6, "homo_lumo_gap_ev": 9.57, "smiles": "C[C@H](N)C(=O)N[C@@H](CO)C(=O)O", "spin_multiplicity": 1}



Entry 3:
{"formula": "C4H5NO", "method": "wB97M-V/def2-TZVPD", "elements": ["C", "C", "C", "N", "C", "O", "H", "H", "H", "H", "H"], "xyz": [[-0.510, -0.118, 1.231], [-0.085, -0.388, -0.213], [1.376, -0.408, -0.274], [2.527, -0.280, -0.300], [-0.348, 0.662, -1.297], [-1.097, 1.595, -1.236], [-0.038, -0.873, 1.869], [-0.154, 0.866, 1.547], [-1.591, -0.170, 1.373], [-0.457, -1.358, -0.578], [0.378, 0.473, -2.122]], "total_energy_ha": -285.38042, "lumo_energy_ev": 0.588, "de_lowest_kj_mol": 89.7, "homo_lumo_gap_ev": 11.22, "smiles": "C[C@H](C#N)C=O", "spin_multiplicity": 1}